Density functional theory data (ωB97M-V with the def2-TZVPD basis set) for a single CH2O molecule at a distorted geometry.

Last column: Löwdin charge in e.
Atoms and positions in Å:
C1 0.00 0.05 -0.02  -0.111
O1 -0.23 -1.13 -0.21  -0.017
H1 0.18 0.33 1.01  0.073
H2 0.06 0.75 -0.78  0.055

The value obtained for the gap between HOMO and LUMO is 11.11 eV. As for the total charge: 0. The structure (SMILES) is C=O. The LUMO energy is 0.8 eV. The HOMO energy comes out at -10.318 eV. As for the maximum force: 3.69 eV/Å. For the energy above the lowest of the compared OMol25 structures with the same formula, charge and spin, the calculation gives 2.2 kcal/mol.